Computed, not measured: C16H40F2Li2N2O15S2 as an isolated structure at a distorted geometry, with the ωB97M-V functional and the def2-TZVPD basis.

Calculated values
HOMO level ... -9.20 eV
E_LUMO ... -0.0043 Ha
Gap between HOMO and LUMO ... 9.08 eV

Positions of all 79 atoms, in Å:
1 Li -1.25 -0.73 -3.27
2 Li -0.47 1.51 -1.36
3 N 0.05 -0.37 -1.86
4 S 1.75 -0.51 -2.20
5 O 2.37 -1.77 -2.43
6 O 2.61 0.48 -1.53
7 F 1.60 0.07 -3.67
8 S 0.19 -1.49 -0.86
9 O 0.95 -1.24 0.36
10 O 0.04 -2.84 -1.32
11 F -1.35 -1.38 -0.20
12 N -2.95 1.74 -2.19
13 O -3.97 2.31 -2.52
14 O -2.48 1.87 -1.03
15 O -2.23 1.17 -3.03
16 C 4.60 -0.39 0.66
17 O 4.79 -0.75 2.06
18 C 3.71 -1.49 2.63
19 C 3.59 -1.23 4.12
20 O 4.77 -1.78 4.70
21 C 4.74 -1.94 6.06
22 H 4.04 -1.13 0.08
23 H 5.56 -0.06 0.26
24 H 4.06 0.55 0.53
25 H 3.82 -2.55 2.42
26 H 2.77 -1.07 2.25
27 H 2.71 -1.62 4.63
28 H 3.59 -0.17 4.37
29 H 3.95 -2.64 6.35
30 H 4.46 -0.99 6.52
31 H 5.64 -2.24 6.60
32 C -0.59 -1.24 4.51
33 O -1.41 -0.26 3.90
34 C -2.64 -0.77 3.27
35 C -3.49 0.41 2.85
36 O -3.99 1.06 4.01
37 C -4.92 2.16 3.75
38 H -1.03 -1.93 5.23
39 H 0.07 -0.59 5.07
40 H -0.01 -1.66 3.69
41 H -3.22 -1.36 3.98
42 H -2.42 -1.48 2.47
43 H -4.28 0.16 2.15
44 H -2.85 1.16 2.39
45 H -4.60 2.83 2.96
46 H -5.06 2.93 4.51
47 H -5.84 1.66 3.47
48 C -3.30 -3.09 -2.49
49 O -2.29 -2.43 -3.23
50 C -2.08 -3.00 -4.46
51 C -1.08 -2.19 -5.30
52 O -1.14 -0.73 -5.18
53 C -0.71 -0.02 -6.34
54 H -4.29 -2.74 -2.79
55 H -3.06 -3.00 -1.43
56 H -3.32 -4.16 -2.74
57 H -2.96 -3.16 -5.08
58 H -1.59 -3.97 -4.44
59 H -1.18 -2.51 -6.34
60 H -0.04 -2.44 -5.10
61 H 0.35 0.22 -6.35
62 H -1.07 0.99 -6.17
63 H -1.15 -0.33 -7.29
64 C 0.40 1.88 1.91
65 O 0.37 2.23 0.52
66 C 1.05 3.37 0.14
67 C 0.64 3.96 -1.23
68 O 0.74 2.94 -2.23
69 C 1.31 3.44 -3.44
70 H 1.39 1.43 2.03
71 H -0.34 1.11 2.07
72 H 0.15 2.66 2.63
73 H 2.14 3.39 0.14
74 H 0.69 4.14 0.82
75 H 1.19 4.88 -1.41
76 H -0.43 4.17 -1.17
77 H 2.12 4.17 -3.44
78 H 0.46 3.86 -3.99
79 H 1.65 2.53 -3.94